Entry 1:
Below is a structure of composition C12H26BaO8 in a non-equilibrium geometry, with properties calculated with ωB97M-V/def2-TZVPD.

CARTESIAN COORDINATES (ANGSTROEM)
Ba  2.546  -7.301  5.155
C  8.973  -6.823  7.083
C  7.684  -7.111  6.389
O  7.097  -8.151  6.664
O  7.168  -6.295  5.632
H  9.494  -7.780  7.063
H  8.890  -6.329  8.051
H  9.588  -6.108  6.536
C  -3.779  -5.107  3.670
C  -2.425  -5.608  4.072
O  -1.701  -6.157  3.205
O  -2.010  -5.405  5.219
H  -3.935  -4.037  3.806
H  -4.522  -5.695  4.208
H  -3.941  -5.258  2.603
C  1.077  -11.580  1.989
O  2.065  -11.254  2.982
C  2.451  -12.295  3.937
C  1.265  -12.733  4.823
O  0.738  -11.480  5.252
C  -0.514  -11.803  5.831
H  1.085  -10.885  1.149
H  0.053  -11.576  2.363
H  1.247  -12.551  1.523
H  3.207  -11.807  4.552
H  2.828  -13.142  3.364
H  1.516  -13.292  5.725
H  0.550  -13.221  4.162
H  -1.031  -10.984  6.331
H  -0.487  -12.742  6.383
H  -1.206  -11.902  4.994
C  3.000  -3.207  6.820
O  2.844  -4.254  7.729
C  3.469  -4.218  9.054
C  2.805  -5.359  9.817
O  2.669  -6.564  9.061
C  2.028  -7.608  9.725
H  2.223  -3.347  6.068
H  3.986  -3.228  6.357
H  2.933  -2.240  7.319
H  3.218  -3.237  9.456
H  4.552  -4.342  9.066
H  1.890  -4.992  10.281
H  3.426  -5.626  10.671
H  2.250  -8.607  9.349
H  0.956  -7.413  9.711
H  2.295  -7.681  10.779

The gap between HOMO and LUMO is 4.25 eV. Its total energy is -29932.314 eV. The relative energy (zero: lowest compared OMol25 entry of this formula, charge and spin) is 9.386 eV. The value obtained for the HOMO energy is -6.99 eV.

Now the Löwdin charges, all in e:
1. Ba 1.7566
2. C -0.0441
3. C -0.8889
4. O -0.0933
5. O -0.0966
6. H 0.0704
7. H 0.0699
8. H 0.0624
9. C -0.0460
10. C -0.8433
11. O -0.1282
12. O -0.1018
13. H 0.0687
14. H 0.0693
15. H 0.0615
16. C -0.0941
17. O -0.2221
18. C -0.1490
19. C -0.2038
20. O -0.2123
21. C -0.1106
22. H 0.0873
23. H 0.0829
24. H 0.0876
25. H 0.1204
26. H 0.1234
27. H 0.1319
28. H 0.1203
29. H 0.0918
30. H 0.0913
31. H 0.0887
32. C -0.1142
33. O -0.2397
34. C -0.1283
35. C -0.1872
36. O -0.2117
37. C -0.1232
38. H 0.0895
39. H 0.0898
40. H 0.0910
41. H 0.1263
42. H 0.1303
43. H 0.1294
44. H 0.1260
45. H 0.0872
46. H 0.0952
47. H 0.0895

Entry 2:
Below is a cluster of 2 separate species, C2H2N2OS2 in total in a non-equilibrium geometry, with properties calculated with ωB97M-V/def2-TZVPD.

CARTESIAN COORDINATES (ANGSTROEM)
O  -1.284  1.012  -0.984
C  -1.549  0.086  -0.318
N  -1.105  -0.933  0.436
S  -2.908  -0.771  0.385
H  -0.675  -1.742  -0.006
N  1.938  -0.150  -0.223
C  1.776  0.982  0.140
S  1.441  2.472  0.387
H  2.367  -0.956  0.182

As for the structure (SMILES): O=C1NS1.N=C=S. The gap between HOMO and LUMO is 9.40 eV. Its total energy is -28802.449 eV. The relative energy (zero: lowest compared OMol25 entry of this formula, charge and spin) is 1.175 eV. The value obtained for the HOMO energy is -9.44 eV.

Now the Löwdin charges, all in e:
1. O 0.0865
2. C -0.8993
3. N -0.1851
4. S 0.8681
5. H 0.0887
6. N 0.1172
7. C -0.9025
8. S 0.7483
9. H 0.0783

Entry 3:
Below is a structure of composition C14H13CuN5S in a non-equilibrium geometry, with properties calculated with ωB97M-V/def2-TZVPD.

CARTESIAN COORDINATES (ANGSTROEM)
Cu  -0.526  -0.609  0.134
N  2.034  1.869  -1.732
C  1.761  2.746  -0.629
C  2.189  4.011  -0.262
C  1.511  4.635  0.846
C  0.429  3.993  1.471
C  0.155  2.625  1.181
C  0.821  1.987  0.142
N  0.562  0.728  -0.488
C  1.207  0.752  -1.659
C  1.221  -0.377  -2.597
C  1.827  -0.458  -3.833
S  1.587  -1.971  -4.562
C  0.755  -2.540  -3.150
N  0.609  -1.640  -2.176
H  2.734  1.945  -2.484
H  2.930  4.562  -0.825
H  1.701  5.665  1.090
H  -0.117  4.460  2.216
H  -0.538  2.052  1.762
H  2.245  0.455  -4.251
H  0.165  -3.445  -3.142
C  -2.302  -1.315  3.283
C  -1.995  -2.265  2.172
N  -1.234  -1.987  1.087
C  -1.384  -3.085  0.237
C  -2.220  -3.991  0.809
N  -2.500  -3.531  2.083
H  -1.487  -0.574  3.167
H  -2.311  -1.774  4.283
H  -3.371  -0.957  3.264
H  -0.704  -3.147  -0.640
H  -2.590  -4.932  0.455
H  -3.162  -3.887  2.745

The total charge is +1. The gap between HOMO and LUMO is 8.46 eV. Its total energy is -77649.759 eV. The value obtained for the HOMO energy is -11.46 eV.

Now the Löwdin charges, all in e:
1. Cu 0.5084
2. N 0.1650
3. C -0.1492
4. C 0.0023
5. C -0.0457
6. C -0.0511
7. C -0.0053
8. C -0.1880
9. N 0.0227
10. C -0.2239
11. C -0.2608
12. C -0.3601
13. S 1.0612
14. C -0.4202
15. N 0.0177
16. H 0.1698
17. H 0.1102
18. H 0.1028
19. H 0.0817
20. H 0.0915
21. H 0.0884
22. H 0.0819
23. C -0.0026
24. C -0.3394
25. N -0.0414
26. C -0.1275
27. C -0.0642
28. N 0.1228
29. H 0.0820
30. H 0.0884
31. H 0.1080
32. H 0.0937
33. H 0.1157
34. H 0.1649

Question: Which of these has the lowest gap between HOMO and LUMO?
Answer: C12H26BaO8

Question: Which value of gap between HOMO and LUMO does entry 3 give?
Answer: 8.46 eV

Please write out number 2 again, unchanged.
Below is a cluster of 2 separate species, C2H2N2OS2 in total in a non-equilibrium geometry, with properties calculated with ωB97M-V/def2-TZVPD.

CARTESIAN COORDINATES (ANGSTROEM)
O  -1.284  1.012  -0.984
C  -1.549  0.086  -0.318
N  -1.105  -0.933  0.436
S  -2.908  -0.771  0.385
H  -0.675  -1.742  -0.006
N  1.938  -0.150  -0.223
C  1.776  0.982  0.140
S  1.441  2.472  0.387
H  2.367  -0.956  0.182

As for the structure (SMILES): O=C1NS1.N=C=S. The gap between HOMO and LUMO is 9.40 eV. Its total energy is -28802.449 eV. The relative energy (zero: lowest compared OMol25 entry of this formula, charge and spin) is 1.175 eV. The value obtained for the HOMO energy is -9.44 eV.

Now the Löwdin charges, all in e:
1. O 0.0865
2. C -0.8993
3. N -0.1851
4. S 0.8681
5. H 0.0887
6. N 0.1172
7. C -0.9025
8. S 0.7483
9. H 0.0783